P.
Entry from OMol25: a 9-piece molecular cluster, C34H91N5O14 overall (ωB97M-V/def2-TZVPD).

Output
SMILES string: COCCNCCOC.COCCNCCOC.COCCNCCOC.COCCNCCOC.COCCNCCOC.CCO.CCO.O.O
Molar mass (g/mol): 794.12
LUMO (eV): 0.434
E_HOMO (eV): -8.659

Each atom is followed by the atoms it is bonded to, with distances in Å.
Element x y z (Å)
1 C 6.14266 -10.63940 -13.35547  O2 1.424, H10 1.090, H11 1.090, H12 1.090
2 O 5.53381 -9.43920 -12.88905  C1 1.424, C3 1.470
3 C 5.80301 -9.18268 -11.46664  O2 1.470, C4 1.579, H13 1.090, H14 1.090
4 C 5.02407 -7.87566 -11.04427  C3 1.579, N5 1.510, H15 1.090, H16 1.090
5 N 3.53092 -8.10307 -11.05894  C4 1.510, C6 1.491, H17 1.010
6 C 2.71828 -6.87023 -10.84872  N5 1.491, C7 1.525, H18 1.090, H19 1.090
7 C 3.05926 -6.12110 -9.56532  C6 1.525, O8 1.408, H20 1.090, H21 1.090
8 O 2.47318 -6.82573 -8.49589  C7 1.408, C9 1.443
9 C 2.38398 -6.06486 -7.27269  O8 1.443, H22 1.090, H23 1.090, H24 1.090
10 H 7.21019 -10.67261 -13.13781  C1 1.090
11 H 6.02860 -10.74180 -14.43464  C1 1.090
12 H 5.64700 -11.48185 -12.87308  C1 1.090
13 H 6.88825 -9.14345 -11.37272  C3 1.090
14 H 5.46545 -10.07497 -10.93940  C3 1.090
15 H 5.26363 -7.00478 -11.65440  C4 1.090
16 H 5.25600 -7.58228 -10.02044  C4 1.090
17 H 3.29528 -8.45670 -11.97519  N5 1.010
18 H 1.66157 -7.13681 -10.86874  C6 1.090
19 H 3.02081 -6.16047 -11.61866  C6 1.090
20 H 2.75790 -5.07590 -9.63497  C7 1.090
21 H 4.13245 -6.03665 -9.39438  C7 1.090
22 H 3.35596 -5.61839 -7.06284  C9 1.090
23 H 2.03166 -6.68433 -6.44793  C9 1.090
24 H 1.72556 -5.19883 -7.34030  C9 1.090
25 C -6.01850 -3.81376 7.81906  O26 1.387, H34 1.090, H35 1.090, H36 1.090
26 O -7.23928 -4.46041 7.69642  C25 1.387, C27 1.442
27 C -8.29521 -3.53781 7.35873  O26 1.442, C28 1.569, H37 1.090, H38 1.090
28 C -9.63856 -4.22458 7.78775  C27 1.569, N29 1.457, H39 1.090, H40 1.090
29 N -9.67790 -4.69609 9.16573  C28 1.457, C30 1.455, H41 1.010
30 C -10.79660 -5.61750 9.29385  N29 1.455, C31 1.553, H42 1.090, H43 1.090
31 C -10.77288 -6.45591 10.60101  C30 1.553, O32 1.447, H44 1.090, H45 1.090
32 O -9.62375 -7.32377 10.45794  C31 1.447, C33 1.452
33 C -9.62838 -8.44184 11.38481  O32 1.452, H46 1.090, H47 1.090, H48 1.090
34 H -5.26734 -4.40472 8.34310  C25 1.090
35 H -6.04725 -2.84155 8.31107  C25 1.090
36 H -5.64860 -3.65218 6.80655  C25 1.090
37 H -8.30457 -3.42139 6.27501  C27 1.090
38 H -8.22491 -2.62749 7.95410  C27 1.090
39 H -9.82110 -5.09485 7.15734  C28 1.090
40 H -10.38900 -3.44481 7.65773  C28 1.090
41 H -8.86916 -5.27080 9.35477  N29 1.010
42 H -10.93407 -6.27934 8.43876  C30 1.090
43 H -11.69400 -4.99895 9.28110  C30 1.090
44 H -11.68206 -7.05100 10.68677  C31 1.090
45 H -10.64363 -5.82742 11.48214  C31 1.090
46 H -9.38882 -8.14140 12.40483  C33 1.090
47 H -8.84499 -9.12531 11.05728  C33 1.090
48 H -10.57613 -8.97728 11.32837  C33 1.090
49 C -2.09496 5.94569 4.64447  O50 1.441, H58 1.090, H59 1.090, H60 1.090
50 O -1.31365 7.10361 4.99763  C49 1.441, C51 1.409
51 C -1.78576 8.32317 4.47305  O50 1.409, C52 1.599, H61 1.090, H62 1.090
52 C -0.96807 9.62096 4.92481  C51 1.599, N53 1.443, H63 1.090, H64 1.090
53 N -1.20054 9.97585 6.30384  C52 1.443, C54 1.486, H65 1.010
54 C -0.33831 11.09945 6.75400  N53 1.486, C55 1.535, H66 1.090, H67 1.090
55 C -0.70015 11.50205 8.19038  C54 1.535, O56 1.391, H68 1.090, H69 1.090
56 O -1.81079 12.33508 8.10865  C55 1.391, C57 1.483
57 C -2.18724 12.86239 9.44298  O56 1.483, H70 1.090, H71 1.090, H72 1.090
58 H -1.59353 5.02427 4.94053  C49 1.090
59 H -2.30014 5.86816 3.57676  C49 1.090
60 H -3.06688 5.93017 5.13766  C49 1.090
61 H -2.81189 8.57869 4.73736  C51 1.090
62 H -1.79071 8.24335 3.38599  C51 1.090
63 H -1.32171 10.36755 4.21373  C52 1.090
64 H 0.08219 9.38991 4.74684  C52 1.090
65 H -2.18572 10.16769 6.41654  N53 1.010
66 H -0.39411 12.03553 6.19835  C54 1.090
67 H 0.69043 10.80295 6.95865  C54 1.090
68 H 0.13519 11.93393 8.74154  C55 1.090
69 H -0.97388 10.59965 8.73706  C55 1.090
70 H -2.94707 13.61207 9.22220  C57 1.090
71 H -1.39951 13.37398 9.99602  C57 1.090
72 H -2.64928 12.06493 10.02494  C57 1.090
73 C 8.07705 -2.65010 -0.68936  O74 1.429, H82 1.090, H83 1.090, H84 1.090
74 O 9.16645 -1.88410 -1.20839  C73 1.429, C75 1.408
75 C 10.44214 -2.46661 -1.08509  O74 1.408, C76 1.523, H85 1.090, H86 1.090
76 C 11.50408 -1.51619 -1.62161  C75 1.523, N77 1.495, H87 1.090, H88 1.090
77 N 11.18490 -1.06337 -3.01021  C76 1.495, C78 1.445, H89 1.010
78 C 11.22876 -2.08814 -4.02846  N77 1.445, C79 1.528, H90 1.090, H91 1.090
79 C 9.91147 -2.77500 -4.38749  C78 1.528, O80 1.429, H92 1.090, H93 1.090
80 O 9.18099 -1.97447 -5.31923  C79 1.429, C81 1.411
81 C 9.69610 -1.92870 -6.63171  O80 1.411, H94 1.090, H95 1.090, H96 1.090
82 H 8.04813 -3.68360 -1.03457  C73 1.090
83 H 7.05440 -2.31456 -0.86172  C73 1.090
84 H 8.21616 -2.68372 0.39121  C73 1.090
85 H 10.39654 -3.45706 -1.53791  C75 1.090
86 H 10.54158 -2.71633 -0.02875  C75 1.090
87 H 12.51515 -1.91835 -1.55753  C76 1.090
88 H 11.60799 -0.67649 -0.93443  C76 1.090
89 H 10.26830 -0.65222 -2.90583  N77 1.010
90 H 11.99314 -2.82101 -3.77016  C78 1.090
91 H 11.62260 -1.58060 -4.90904  C78 1.090
92 H 9.24151 -2.93911 -3.54350  C79 1.090
93 H 10.05591 -3.77700 -4.79149  C79 1.090
94 H 8.91048 -1.69699 -7.35087  C81 1.090
95 H 10.10496 -2.91560 -6.84840  C81 1.090
96 H 10.47053 -1.17349 -6.76600  C81 1.090
97 C -3.76223 4.46152 -3.39370  O98 1.444, H106 1.090, H107 1.090, H108 1.090
98 O -4.69886 5.24116 -4.16826  C97 1.444, C99 1.407
99 C -4.04019 6.20978 -4.94811  O98 1.407, C100 1.534, H109 1.090, H110 1.090
100 C -5.02030 7.38822 -5.00824  C99 1.534, N101 1.490, H111 1.090, H112 1.090
101 N -5.37753 8.06474 -3.73020  C100 1.490, C102 1.429, H113 1.010
102 C -4.31398 8.82171 -3.14782  N101 1.429, C103 1.575, H114 1.090, H115 1.090
103 C -4.73224 9.68923 -1.90152  C102 1.575, O104 1.450, H116 1.090, H117 1.090
104 O -5.39584 8.90783 -0.87587  C103 1.450, C105 1.395
105 C -6.13924 9.62297 0.06355  O104 1.395, H118 1.090, H119 1.090, H120 1.090
106 H -4.27924 3.76033 -2.73861  C97 1.090
107 H -3.09848 5.07688 -2.78635  C97 1.090
108 H -3.14559 3.84723 -4.04983  C97 1.090
109 H -3.77623 5.88481 -5.95450  C99 1.090
110 H -3.06790 6.56009 -4.60165  C99 1.090
111 H -5.89191 6.96243 -5.50533  C100 1.090
112 H -4.72211 8.14488 -5.73394  C100 1.090
113 H -5.60360 7.35927 -3.04368  N101 1.010
114 H -3.79127 9.36906 -3.93222  C102 1.090
115 H -3.47895 8.20469 -2.81600  C102 1.090
116 H -5.28685 10.49793 -2.37745  C103 1.090
117 H -3.82756 10.18017 -1.54286  C103 1.090
118 H -5.54056 10.03773 0.87451  C105 1.090
119 H -6.80228 8.90210 0.54191  C105 1.090
120 H -6.72562 10.41523 -0.40181  C105 1.090
121 C 0.64941 -7.41754 3.05691  C122 1.505, H124 1.090, H125 1.090, H126 1.090
122 C 1.51992 -6.43842 3.79802  C121 1.505, O123 1.462, H127 1.090, H128 1.090
123 O 0.90457 -5.12011 3.93840  C122 1.462, H129 0.960
124 H 1.06414 -8.41278 2.89693  C121 1.090
125 H 0.47191 -6.98871 2.07066  C121 1.090
126 H -0.29419 -7.55686 3.58447  C121 1.090
127 H 2.50625 -6.38158 3.33757  C122 1.090
128 H 1.61198 -6.79072 4.82541  C122 1.090
129 H 1.13631 -4.72085 4.78012  O123 0.960
130 C 2.97978 4.25672 -1.11660  C131 1.580, H133 1.090, H134 1.090, H135 1.090
131 C 3.75061 2.97934 -1.63776  C130 1.580, O132 1.409, H136 1.090, H137 1.090
132 O 2.86414 1.91547 -1.89590  C131 1.409, H138 0.960
133 H 2.30916 4.50895 -1.93803  C130 1.090
134 H 3.69751 5.06670 -0.98666  C130 1.090
135 H 2.39014 4.05246 -0.22290  C130 1.090
136 H 4.42941 2.68921 -0.83579  C131 1.090
137 H 4.29473 3.22373 -2.55007  C131 1.090
138 H 3.09171 1.53662 -2.74812  O132 0.960
139 O -5.29734 -5.06738 2.56851  H140 0.957, H141 0.957
140 H -4.54695 -4.52073 2.33545  O139 0.957
141 H -5.31069 -5.06122 3.52560  O139 0.957
142 O -0.57583 -1.64551 0.10365  H143 0.957, H144 0.957
143 H 0.09893 -1.09686 -0.29624  O142 0.957
144 H -0.12282 -2.10691 0.80943  O142 0.957

Here are the Löwdin charges for atoms 1 to 8, given in e: C -0.121; O -0.226; C -0.162; C -0.169; N -0.063; C -0.185; C -0.257; O -0.184

Q.
Entry from OMol25: a 9-piece molecular cluster, C34H91N5O14 overall (ωB97M-V/def2-TZVPD).

Output
SMILES string: COCCNCCOC.COCCNCCOC.COCCNCCOC.COCCNCCOC.COCCNCCOC.CO.CO.CO.CO
Molar mass (g/mol): 794.12
LUMO (eV): 0.372
E_HOMO (eV): -8.465

Each atom is followed by the atoms it is bonded to, with distances in Å.
Element x y z (Å)
1 C 3.16556 3.25543 -6.52483  O2 1.444, H10 1.090, H11 1.090, H12 1.090
2 O 2.14116 4.13653 -6.01466  C1 1.444, C3 1.455
3 C 1.98114 3.89292 -4.58958  O2 1.455, C4 1.563, H13 1.090, H14 1.090
4 C 0.51895 4.28296 -4.19896  C3 1.563, N5 1.491, H15 1.090, H16 1.090
5 N 0.37507 5.72130 -3.83201  C4 1.491, C6 1.469, H17 1.010
6 C 0.62857 6.62153 -4.96501  N5 1.469, C7 1.538, H18 1.090, H19 1.090
7 C 0.27304 8.08496 -4.65075  C6 1.538, O8 1.445, H20 1.090, H21 1.090
8 O -1.15373 8.31039 -4.59814  C7 1.445, C9 1.437
9 C -1.43145 9.71321 -4.45598  O8 1.437, H22 1.090, H23 1.090, H24 1.090
10 H 4.10306 3.52651 -6.03933  C1 1.090
11 H 3.33578 3.37434 -7.59487  C1 1.090
12 H 2.82439 2.22965 -6.38523  C1 1.090
13 H 2.79128 4.37447 -4.04198  C3 1.090
14 H 2.04996 2.82240 -4.39630  C3 1.090
15 H 0.27120 3.70092 -3.31129  C4 1.090
16 H -0.10209 4.10107 -5.07607  C4 1.090
17 H -0.47202 6.00231 -3.35917  N5 1.010
18 H 0.07941 6.20347 -5.80866  C6 1.090
19 H 1.69923 6.69688 -5.15505  C6 1.090
20 H 0.68905 8.53585 -5.55171  C7 1.090
21 H 0.86291 8.47320 -3.82042  C7 1.090
22 H -2.46212 9.73410 -4.81007  C9 1.090
23 H -0.76840 10.21283 -5.16227  C9 1.090
24 H -1.26784 10.15976 -3.47520  C9 1.090
25 C 10.27860 0.40652 2.47286  O26 1.425, H34 1.090, H35 1.090, H36 1.090
26 O 9.06464 0.59037 3.19551  C25 1.425, C27 1.384
27 C 7.95986 -0.06564 2.68163  O26 1.384, C28 1.569, H37 1.090, H38 1.090
28 C 6.65176 0.32940 3.45195  C27 1.569, N29 1.453, H39 1.090, H40 1.090
29 N 5.29548 0.13322 2.96873  C28 1.453, C30 1.456, H41 1.010
30 C 5.07207 0.87180 1.73389  N29 1.456, C31 1.555, H42 1.090, H43 1.090
31 C 3.55392 1.02877 1.43615  C30 1.555, O32 1.454, H44 1.090, H45 1.090
32 O 3.38006 1.69438 0.15509  C31 1.454, C33 1.450
33 C 1.98598 1.66783 -0.24411  O32 1.450, H46 1.090, H47 1.090, H48 1.090
34 H 10.25945 0.92481 1.51415  C25 1.090
35 H 10.45772 -0.63330 2.19937  C25 1.090
36 H 11.16433 0.63921 3.06399  C25 1.090
37 H 7.90647 -1.15400 2.70858  C27 1.090
38 H 7.80205 0.17527 1.63037  C27 1.090
39 H 6.72127 1.39201 3.68456  C28 1.090
40 H 6.65981 -0.08993 4.45803  C28 1.090
41 H 4.54410 0.35621 3.60574  N29 1.010
42 H 5.42037 0.41314 0.80847  C30 1.090
43 H 5.49068 1.87815 1.74454  C30 1.090
44 H 3.09206 1.68123 2.17715  C31 1.090
45 H 3.14533 0.01829 1.42757  C31 1.090
46 H 1.58337 0.65964 -0.14642  C33 1.090
47 H 1.94180 2.07428 -1.25453  C33 1.090
48 H 1.36874 2.33048 0.36252  C33 1.090
49 C -2.76912 -2.47020 0.35927  O50 1.417, H58 1.090, H59 1.090, H60 1.090
50 O -3.22276 -2.92401 -0.90370  C49 1.417, C51 1.409
51 C -4.61687 -2.84565 -1.09487  O50 1.409, C52 1.569, H61 1.090, H62 1.090
52 C -4.98795 -3.22604 -2.57088  C51 1.569, N53 1.456, H63 1.090, H64 1.090
53 N -4.38749 -2.23525 -3.45213  C52 1.456, C54 1.469, H65 1.010
54 C -4.51112 -2.57329 -4.87604  N53 1.469, C55 1.541, H66 1.090, H67 1.090
55 C -3.54087 -1.75868 -5.75313  C54 1.541, O56 1.408, H68 1.090, H69 1.090
56 O -3.78866 -2.29372 -7.03223  C55 1.408, C57 1.439
57 C -2.96822 -1.77096 -8.09224  O56 1.439, H70 1.090, H71 1.090, H72 1.090
58 H -3.19557 -3.14166 1.10451  C49 1.090
59 H -3.02639 -1.43179 0.56812  C49 1.090
60 H -1.68024 -2.51396 0.33622  C49 1.090
61 H -4.98211 -1.85513 -0.82364  C51 1.090
62 H -5.12562 -3.49163 -0.37933  C51 1.090
63 H -6.07656 -3.27979 -2.58225  C52 1.090
64 H -4.63246 -4.23836 -2.76302  C52 1.090
65 H -3.45569 -2.08115 -3.09422  N53 1.010
66 H -5.56386 -2.46327 -5.13627  C54 1.090
67 H -4.29980 -3.63004 -5.03955  C54 1.090
68 H -2.52963 -1.96075 -5.40008  C55 1.090
69 H -3.90165 -0.73071 -5.71841  C55 1.090
70 H -3.26673 -2.32298 -8.98346  C57 1.090
71 H -1.89306 -1.80122 -7.91553  C57 1.090
72 H -3.27705 -0.73630 -8.24123  C57 1.090
73 C -2.84737 0.80179 7.07814  O74 1.383, H82 1.090, H83 1.090, H84 1.090
74 O -1.52668 0.45742 6.85186  C73 1.383, C75 1.455
75 C -1.28860 -0.97356 6.73795  O74 1.455, C76 1.554, H85 1.090, H86 1.090
76 C 0.19553 -1.23060 6.35651  C75 1.554, N77 1.472, H87 1.090, H88 1.090
77 N 0.54210 -0.33610 5.24034  C76 1.472, C78 1.466, H89 1.010
78 C 0.16126 -0.97848 3.97895  N77 1.466, C79 1.581, H90 1.090, H91 1.090
79 C 0.16300 -0.00778 2.73105  C78 1.581, O80 1.401, H92 1.090, H93 1.090
80 O -0.72221 1.07282 2.83306  C79 1.401, C81 1.421
81 C -2.10101 0.77090 2.99569  O80 1.421, H94 1.090, H95 1.090, H96 1.090
82 H -3.34437 0.13021 7.77818  C73 1.090
83 H -3.38309 0.79324 6.12892  C73 1.090
84 H -2.92576 1.85176 7.36014  C73 1.090
85 H -1.93719 -1.43961 5.99616  C75 1.090
86 H -1.37478 -1.50544 7.68547  C75 1.090
87 H 0.51610 -2.27002 6.28608  C76 1.090
88 H 0.72052 -0.87673 7.24380  C76 1.090
89 H -0.03827 0.48602 5.32636  N77 1.010
90 H -0.82370 -1.44254 4.02999  C78 1.090
91 H 0.83260 -1.82084 3.81209  C78 1.090
92 H -0.02693 -0.59242 1.83092  C79 1.090
93 H 1.19338 0.32155 2.59703  C79 1.090
94 H -2.58423 1.69489 3.31327  C81 1.090
95 H -2.25960 -0.01098 3.73839  C81 1.090
96 H -2.65185 0.40564 2.12896  C81 1.090
97 C 0.22919 -9.65385 4.91423  O98 1.450, H106 1.090, H107 1.090, H108 1.090
98 O 1.36727 -8.84868 4.51460  C97 1.450, C99 1.424
99 C 0.90112 -7.77585 3.70312  O98 1.424, C100 1.554, H109 1.090, H110 1.090
100 C 2.16631 -7.03436 3.18826  C99 1.554, N101 1.452, H111 1.090, H112 1.090
101 N 1.86671 -5.86222 2.38458  C100 1.452, C102 1.430, H113 1.010
102 C 1.63016 -6.23384 1.02436  N101 1.430, C103 1.533, H114 1.090, H115 1.090
103 C 1.25156 -5.02588 0.15903  C102 1.533, O104 1.391, H116 1.090, H117 1.090
104 O 2.27838 -4.08896 0.20100  C103 1.391, C105 1.397
105 C 1.92585 -2.86582 -0.37360  O104 1.397, H118 1.090, H119 1.090, H120 1.090
106 H -0.42722 -9.11305 5.59598  C97 1.090
107 H 0.56214 -10.47912 5.54365  C97 1.090
108 H -0.25662 -10.16907 4.08561  C97 1.090
109 H 0.21350 -7.11598 4.23214  C99 1.090
110 H 0.35921 -8.12848 2.82558  C99 1.090
111 H 2.75930 -7.73659 2.60230  C100 1.090
112 H 2.83828 -6.79159 4.01143  C100 1.090
113 H 2.58531 -5.15344 2.42137  N101 1.010
114 H 0.81278 -6.95146 1.09518  C102 1.090
115 H 2.45782 -6.81086 0.61191  C102 1.090
116 H 0.31547 -4.53540 0.42597  C103 1.090
117 H 1.11175 -5.33092 -0.87803  C103 1.090
118 H 1.85390 -3.04147 -1.44695  C105 1.090
119 H 2.70155 -2.10357 -0.30021  C105 1.090
120 H 0.98754 -2.44510 -0.01209  C105 1.090
121 C -4.19236 2.90763 -2.60502  O122 1.425, H123 1.090, H124 1.090, H125 1.090
122 O -2.81998 3.28588 -2.66432  C121 1.425, H126 0.960
123 H -4.68411 3.56311 -1.88626  C121 1.090
124 H -4.54092 3.21566 -3.59079  C121 1.090
125 H -4.35990 1.86329 -2.34166  C121 1.090
126 H -2.74707 4.23062 -2.81848  O122 0.960
127 C -5.06296 0.88408 0.66403  O128 1.408, H129 1.090, H130 1.090, H131 1.090
128 O -5.45697 -0.12972 1.55738  C127 1.408, H132 0.960
129 H -5.83343 1.62268 0.44283  C127 1.090
130 H -4.19672 1.44598 1.01328  C127 1.090
131 H -4.77205 0.49134 -0.31026  C127 1.090
132 H -5.41582 0.18554 2.46320  O128 0.960
133 C -2.02939 4.08887 0.94461  O134 1.447, H135 1.090, H136 1.090, H137 1.090
134 O -2.80705 5.19396 1.46270  C133 1.447, H138 0.960
135 H -1.62246 4.29175 -0.04602  C133 1.090
136 H -1.23176 3.87192 1.65511  C133 1.090
137 H -2.71387 3.26338 0.74930  C133 1.090
138 H -2.14617 5.79742 1.81006  O134 0.960
139 C -1.65414 0.41468 -1.06315  O140 1.424, H141 1.090, H142 1.090, H143 1.090
140 O -0.94566 1.27683 -1.94713  C139 1.424, H144 0.960
141 H -2.03342 0.99369 -0.22114  C139 1.090
142 H -2.44820 -0.15047 -1.55117  C139 1.090
143 H -0.94894 -0.31265 -0.66091  C139 1.090
144 H -1.54937 1.98629 -2.17908  O140 0.960

Here are the Löwdin charges for atoms 1 to 8, given in e: C -0.100; O -0.223; C -0.194; C -0.168; N -0.076; C -0.210; C -0.220; O -0.197

Q is the least stable structure shown above.